Molecular formula: C9H13N3O2
Method: DFT, ωB97M-V/def2-TZVPD

Structure (ORCA input):
```
! RIJCOSX wB97M-V def2-TZVPD def2/J DEFGRID3
* xyz 0 1
N -0.2200 -1.7566 -0.3743
C 0.4610 -1.1336 -1.5163
C 1.9140 -1.5086 -1.3183
C 2.0650 -2.0656 0.0907
C 0.6340 -2.2056 0.5617
H -1.0960 -1.8416 -0.0343
H 0.0910 -0.5886 -2.3563
H 2.7090 -1.2816 -1.7983
H 3.0750 -2.4836 0.4727
H 0.3420 -2.5966 1.5147
N 3.2490 4.2654 -1.3253
C 3.4710 3.0144 -0.9543
C 2.2570 2.3244 -0.6603
C 1.1720 3.4594 -0.8953
C 1.9160 4.6434 -1.3793
H 3.9870 5.0454 -1.4023
H 4.5190 2.6734 -1.0863
H 2.2100 1.1934 -0.3473
H 0.0570 3.3534 -0.8873
H 1.5090 5.6404 -1.6403
C -5.2480 -2.7446 2.7917
N -4.4510 -2.3036 1.5087
O -5.0630 -2.1506 0.5077
O -3.2160 -2.6616 1.4687
H -5.9410 -1.8206 2.9947
H -4.6640 -2.9426 3.6017
H -5.7390 -3.5276 2.4617
*
```

E_LUMO	-0.53	eV
SMILES	C[N+](=O)[O-].c1cc[nH]c1.c1cc[nH]c1

Molecular formula: C7H9EuNO4S
Method: DFT, ωB97M-V/def2-TZVPD

Structure (ORCA input):
```
! RIJCOSX wB97M-V def2-TZVPD def2/J DEFGRID3
* xyz 2 8
N 3.5834 -2.1035 0.5421
C 3.5782 -0.9671 0.1069
O 3.1600 0.1852 -0.6273
C 2.1270 0.8900 0.0877
O 1.9700 2.3298 -0.0955
C 0.6226 2.6020 0.2677
O -0.0772 3.6270 0.1827
O -0.0168 1.3979 0.7798
C 0.6289 0.2452 0.1036
C 0.0089 -0.2545 -1.2841
C -1.3969 -1.0316 -1.1544
C -2.1502 -0.8422 0.2535
S -3.8097 -1.7420 0.2330
H 2.4340 0.8071 1.1907
H 0.7038 -0.7038 0.7467
H -0.0548 0.6644 -1.9893
H 0.7477 -0.9828 -1.8023
H -2.1015 -0.5996 -1.9677
H -1.2294 -2.1450 -1.4040
H -2.3460 0.2996 0.3919
H -1.5348 -1.1757 1.1741
H -4.0654 -2.0103 1.5932
Eu -0.7817 1.5100 2.6713
*
```

E_LUMO (spin up / spin down)	-9.58 / -9.38	eV
<S²>	15.759

Molecular formula: C31H25Cl5N2O4PRuS
Method: DFT, ωB97M-V/def2-TZVPD

Structure (ORCA input):
```
! RIJCOSX wB97M-V def2-TZVPD def2/J DEFGRID3
* xyz 0 2
Ru -0.2356 1.9620 0.3091
C 0.1614 4.4344 0.2684
C -1.2206 4.2742 0.0012
C -1.8461 3.8266 1.1957
C -0.8518 3.7047 2.1884
C 0.3898 4.0824 1.6176
H 0.8951 4.8169 -0.4230
H -1.7312 4.5597 -0.9061
H -2.9038 3.6731 1.3443
H -1.0189 3.4380 3.2194
H 1.3322 4.1277 2.1382
O 1.0461 1.3208 2.2735
S 2.4058 1.5256 1.7261
O 3.2638 2.3330 2.5460
O 2.3120 1.9536 0.3210
C 3.0400 -0.1452 1.6563
C 4.2407 -0.5181 2.2247
C 4.6097 -1.8535 2.2179
C 3.7639 -2.7949 1.6488
C 2.5611 -2.4106 1.0832
C 2.1898 -1.0679 1.0738
P 0.5735 -0.5735 0.3576
C -0.4944 -1.5582 1.4753
C -1.0618 -2.7827 1.1364
C -1.8765 -3.4429 2.0404
C -2.1106 -2.9086 3.2951
C -1.5136 -1.7108 3.6523
C -0.7206 -1.0318 2.7471
C 0.6236 -1.5009 -1.2135
C 1.8321 -1.7329 -1.8691
C 1.8481 -2.2953 -3.1318
C 0.6633 -2.6379 -3.7614
C -0.5427 -2.4155 -3.1185
C -0.5628 -1.8373 -1.8629
H 4.8542 0.2469 2.6713
H 5.5415 -2.1606 2.6675
H 4.0432 -3.8371 1.6550
H 1.8966 -3.1456 0.6538
H -0.8777 -3.2274 0.1687
H -2.3351 -4.3801 1.7626
H -2.7519 -3.4236 3.9946
H -1.6757 -1.2963 4.6363
H -0.2818 -0.0810 3.0183
H 2.7638 -1.4760 -1.3858
H 2.7930 -2.4585 -3.6294
H 0.6808 -3.0680 -4.7507
H -1.4717 -2.6859 -3.5958
H -1.5064 -1.6490 -1.3757
C -0.3400 2.2197 -4.6164
N 0.9161 1.7400 -4.0855
C 1.2033 1.8497 -2.7610
N 2.3030 1.2097 -2.3119
O 0.4892 2.5155 -2.0065
H -0.1871 2.5898 -5.6266
H -0.6809 3.0307 -3.9779
H -1.0989 1.4352 -4.6250
H 1.4140 1.0614 -4.6375
H 3.0081 0.8512 -2.9291
H 2.5514 1.4391 -1.3484
Cl -1.9275 1.0788 -1.9627
C -2.7836 0.4348 -0.6064
C -2.3857 0.9327 0.6271
C -3.1450 0.5101 1.7125
Cl -2.8731 1.2078 3.2539
C -4.1507 -0.4491 1.5876
Cl -5.0019 -1.0033 2.9699
C -4.4534 -0.9850 0.3377
Cl -5.6422 -2.2126 0.1800
C -3.7851 -0.5104 -0.7874
Cl -4.1650 -1.1160 -2.3492
*
```

E_LUMO (spin up / spin down)	-0.83 / -0.83	eV
<S²>	0.801

Molecular formula: C21H23Cl3FN3O3RuSi
Method: DFT, ωB97M-V/def2-TZVPD

Structure (ORCA input):
```
! RIJCOSX wB97M-V def2-TZVPD def2/J DEFGRID3
* xyz 1 2
Ru 3.7772 2.5885 0.0418
C 4.9424 3.6071 2.1158
C 4.2236 4.6317 1.4722
C 4.8108 4.8536 0.1975
C 5.8913 3.9630 0.0593
C 5.9666 3.1741 1.2462
H 4.7636 3.2416 3.1135
H 3.3985 5.1885 1.8844
H 4.5160 5.6137 -0.5063
H 6.5945 3.9471 -0.7589
H 6.7253 2.4414 1.4692
C -3.9474 1.5244 -1.3319
C -3.2952 1.6419 0.0424
N -1.8398 1.5292 -0.0434
C -1.1062 2.6690 -0.1030
C 0.2156 2.7286 -0.3955
C 0.8903 4.0946 -0.4014
O 0.1570 5.0744 -0.3334
O 2.1619 4.1014 -0.4519
C 0.9166 1.5344 -0.7329
O 2.0661 1.4936 -1.2089
C 0.1671 0.2975 -0.4965
C 0.8301 -0.9230 -0.5697
C 0.1537 -2.0979 -0.3939
F 0.8702 -3.2450 -0.4953
C -1.2277 -2.1271 -0.1398
C -1.8738 -0.9039 -0.0355
C -1.2043 0.3146 -0.1964
N -1.9844 -3.3141 0.0656
C -3.2489 -3.4491 -0.6444
C -4.2511 -4.1432 0.2939
N -3.4662 -4.9605 1.2701
C -2.3575 -5.6692 0.5626
C -1.3153 -4.6128 0.1606
H -5.0303 1.6156 -1.2468
H -3.7086 0.5687 -1.8009
H -3.5883 2.3199 -1.9846
H -3.6853 0.8895 0.7274
H -3.5207 2.6128 0.4773
H -1.6222 3.6018 0.0914
H 1.8914 -0.9376 -0.7741
H -2.9265 -0.8969 0.2093
H -3.1175 -4.0340 -1.5642
H -3.6360 -2.4784 -0.9325
H -4.9204 -4.8006 -0.2574
H -4.8449 -3.4230 0.8531
H -4.0705 -5.6028 1.7792
H -3.0327 -4.3155 1.9354
H -2.7892 -6.1744 -0.2991
H -1.9191 -6.4184 1.2168
H -0.8435 -4.9236 -0.7755
H -0.5420 -4.5507 0.9217
Cl 3.0920 0.9703 1.6217
Si 4.9298 1.1399 -1.4780
Cl 4.1558 -0.4483 -2.4889
Cl 6.8078 0.4780 -0.9875
*
```

E_LUMO (spin up / spin down)	-3.60 / -3.25	eV
<S²>	0.893

Molecular formula: CH2N2O3S
Method: DFT, ωB97M-V/def2-TZVPD

Structure (ORCA input):
```
! RIJCOSX wB97M-V def2-TZVPD def2/J DEFGRID3
* xyz 0 1
C -1.8355 -0.2071 0.2567
N -0.8480 0.5052 0.3153
N 1.8251 0.8405 -0.2032
O -2.6502 -1.0405 0.1392
O 1.0835 -1.2551 1.1230
O 0.3539 -1.0623 -1.1974
S 1.0409 -0.4746 -0.0982
H -0.5674 1.4786 0.6854
H 1.5977 1.2153 -1.0209
*
```

E_LUMO	-0.16	eV

Molecular formula: C24H33N3O4
Method: DFT, ωB97M-V/def2-TZVPD

Structure (ORCA input):
```
! RIJCOSX wB97M-V def2-TZVPD def2/J DEFGRID3
* xyz 0 1
C -4.0880 -1.9099 2.6164
H -3.1158 -2.4078 2.6822
O -4.2938 -1.3471 1.3449
C -3.4080 -0.4153 0.8879
C -2.3476 0.0669 1.6319
C -1.4636 1.0028 1.0882
C -1.6843 1.4598 -0.1979
C -2.7482 0.9792 -0.9677
C -3.6265 0.0347 -0.4318
O -4.6656 -0.4946 -1.1807
C -5.9671 -0.1871 -0.7222
H -6.1661 -0.6296 0.2558
H -6.1197 0.8973 -0.6646
H -6.6468 -0.6115 -1.4594
O -2.7827 1.5197 -2.2138
C -3.7880 1.1760 -3.1421
H -3.5136 1.6972 -4.0595
H -3.8213 0.1005 -3.3232
H -4.7735 1.5187 -2.8168
H -1.0819 2.2330 -0.6421
N -0.4285 1.4468 1.9017
C 0.7483 2.1298 1.6437
O 1.3381 2.6615 2.5635
N 1.1727 2.1479 0.3566
H 0.7818 1.4826 -0.2908
C 2.4266 2.7737 0.0064
H 2.6982 3.3996 0.8595
H 2.2677 3.4122 -0.8698
C 3.5595 1.7782 -0.2829
C 3.3441 1.0294 -1.5986
C 4.4826 0.0213 -1.8215
N 4.6950 -0.9010 -0.7296
C 4.8579 -0.2005 0.5238
C 3.7124 0.7646 0.8499
H 3.9119 1.2804 1.7904
H 2.7807 0.2076 0.9590
H 4.9884 -0.9344 1.3214
H 5.7886 0.3765 0.4479
C 3.9237 -2.1312 -0.7233
C 2.4134 -2.0353 -0.6113
C 1.6843 -1.7932 -1.7721
C 0.3085 -1.6592 -1.7530
C -0.3695 -1.7861 -0.5546
C 0.3402 -2.0601 0.5994
C 1.7241 -2.1977 0.5952
C 2.4170 -2.5548 1.8787
H 3.0150 -3.4571 1.7548
H 3.0754 -1.7565 2.2143
H 1.6839 -2.7384 2.6609
H -0.1948 -2.1812 1.5310
H -1.4434 -1.6886 -0.5232
H -0.2320 -1.4645 -2.6674
H 2.2099 -1.7164 -2.7139
H 4.1585 -2.6411 -1.6653
H 4.3222 -2.7420 0.0896
H 4.3097 -0.5501 -2.7357
H 5.4179 0.5820 -1.9492
H 3.3215 1.7329 -2.4339
H 2.3894 0.5030 -1.5702
H 4.4868 2.3581 -0.3633
H -0.5867 1.3441 2.8951
H -2.1814 -0.2765 2.6400
H -4.1696 -1.1588 3.4089
H -4.8783 -2.6490 2.7400
*
```

E_LUMO	0.64	eV
SMILES	COc1cc(NC(=O)NCC2CCN(Cc3ccccc3C)CC2)cc(OC)c1OC